{"formula": "C45H57AsIrN6S2Sb", "method": "ωB97M-V/def2-TZVPD", "fmax_ev_per_a": 0.96, "e_above_lowest_kcal_mol": 0.0, "multiplicity": 2, "homo_energy_ha": [-0.5620, -0.5618], "charge": 3, "s2": 0.7523, "species": ["Ir", "C", "C", "C", "C", "C", "C", "N", "Sb", "C", "C", "C", "C", "C", "C", "N", "C", "C", "C", "C", "C", "C", "N", "H", "H", "H", "H", "H", "H", "H", "H", "H", "H", "H", "H", "H", "H", "H", "H", "H", "H", "C", "C", "C", "C", "C", "C", "C", "C", "S", "C", "N", "C", "C", "C", "C", "C", "C", "C", "C", "H", "H", "H", "H", "H", "H", "H", "H", "H", "H", "H", "H", "H", "H", "H", "H", "S", "C", "N", "C", "C", "C", "N", "H", "H", "H", "H", "H", "H", "H", "H", "C", "C", "As", "C", "C", "C", "C", "H", "H", "H", "H", "H", "H", "H", "H", "H", "H", "H", "H", "H", "H", "H"], "xyz": [[-0.3533, 0.0644, 0.5143], [0.9834, 0.0871, -2.6794], [0.7944, 1.4451, -2.0811], [1.2188, 2.5118, -2.8725], [1.0701, 3.8076, -2.4458], [0.5086, 3.9946, -1.1925], [0.1316, 2.9136, -0.4130], [0.2494, 1.6287, -0.8568], [-0.6627, 3.6158, 1.4770], [-2.3869, 2.4015, 1.1896], [-3.5307, 3.1296, 1.4777], [-4.7886, 2.5745, 1.3162], [-4.8268, 1.2994, 0.8104], [-3.6495, 0.6215, 0.5063], [-3.7881, -0.7036, -0.1277], [-2.4128, 1.1245, 0.7166], [0.3404, 2.3811, 2.8568], [0.7590, 2.9986, 4.0187], [1.5011, 2.2660, 4.9348], [1.7893, 0.9607, 4.6190], [1.3175, 0.3811, 3.4386], [1.7072, -1.0562, 3.2330], [0.5790, 1.0908, 2.5604], [0.7835, 0.1371, -3.7503], [2.0251, -0.2292, -2.5763], [0.3476, -0.6625, -2.2267], [1.6544, 2.2898, -3.8380], [1.3823, 4.6446, -3.0565], [0.3813, 4.9976, -0.8050], [-3.4331, 4.1437, 1.8436], [-5.6897, 3.1255, 1.5501], [-5.7673, 0.8031, 0.6131], [-4.7003, -0.7533, -0.7204], [-2.9231, -0.8255, -0.7591], [-3.8127, -1.5067, 0.6113], [0.5272, 4.0399, 4.2051], [1.8532, 2.7096, 5.8568], [2.3844, 0.3509, 5.2865], [1.3785, -1.6421, 4.0927], [1.2894, -1.4975, 2.3430], [2.7970, -1.1273, 3.1876], [3.1491, 4.4947, 1.5814], [4.4619, 3.7345, 1.3993], [5.2739, 4.4400, 0.3027], [5.2354, 3.7740, 2.7252], [4.2350, 2.2774, 0.9990], [5.3645, 1.4774, 0.7311], [5.2440, 0.1706, 0.3296], [3.9623, -0.3573, 0.2007], [3.5652, -1.9426, -0.3665], [1.9188, -1.5577, -0.1955], [1.6359, -0.3765, 0.2944], [2.8181, 0.3832, 0.4951], [2.9737, 1.7177, 0.8903], [0.8141, -2.3895, -0.6101], [1.0554, -3.6871, -1.0713], [0.0085, -4.4981, -1.4526], [-1.2706, -3.9816, -1.3323], [-1.5001, -2.6912, -0.8609], [-0.4730, -1.7999, -0.4868], [3.3609, 5.5296, 1.8511], [2.5467, 4.0649, 2.3842], [2.5630, 4.5105, 0.6570], [5.4047, 5.4923, 0.5584], [4.7653, 4.3862, -0.6628], [6.2677, 4.0092, 0.1836], [5.3845, 4.8077, 3.0401], [6.2194, 3.3133, 2.6354], [4.6899, 3.2525, 3.5155], [6.3551, 1.9008, 0.8239], [6.1163, -0.4286, 0.1038], [2.1113, 2.3236, 1.0996], [2.0720, -4.0613, -1.1249], [0.1811, -5.5023, -1.8151], [-2.1249, -4.5976, -1.5899], [-2.5357, -2.4587, -0.7313], [-1.3458, -1.0915, 2.3554], [-1.3409, -2.8211, 2.5519], [-2.2834, -3.2910, 3.3638], [-2.4099, -4.7106, 3.7166], [-1.0331, -5.3456, 3.7059], [-0.3762, -5.0900, 2.3623], [-0.4461, -3.6555, 2.0488], [-2.9055, -2.6159, 3.7793], [-3.0686, -5.1992, 2.9955], [-2.8778, -4.7734, 4.6959], [-1.1114, -6.4160, 3.8858], [-0.4229, -4.9174, 4.5034], [-0.8589, -5.6593, 1.5648], [0.6766, -5.3665, 2.3836], [0.2187, -3.2716, 1.3963], [-3.1688, 1.6426, -4.8872], [-2.4823, 1.2458, -3.5759], [-2.3705, -0.6888, -3.4328], [-4.1872, -1.3556, -3.6341], [-4.3636, -2.8403, -3.3505], [-1.3687, -1.4025, -4.9483], [-0.5155, -2.6292, -4.6505], [-3.1305, 2.7284, -4.9803], [-4.2169, 1.3490, -4.9086], [-2.6723, 1.2239, -5.7628], [-3.0314, 1.5974, -2.7006], [-1.4685, 1.6404, -3.5104], [-4.3956, -1.1228, -4.6836], [-4.8351, -0.7281, -3.0233], [-3.6801, -3.4527, -3.9403], [-5.3775, -3.1418, -3.6105], [-4.2085, -3.0723, -2.2966], [-0.7815, -0.5692, -5.3362], [-2.1509, -1.6311, -5.6770], [0.2435, -2.4267, -3.8942], [-0.0098, -2.9430, -5.5631], [-1.1208, -3.4650, -4.3016]], "forces_ev_per_a": [[0.16, 0.16, 0.94], [0.00, 0.01, -0.01], [0.03, -0.03, -0.02], [-0.04, 0.01, -0.03], [-0.01, -0.03, 0.03], [0.03, 0.06, 0.03], [0.19, -0.07, 0.02], [-0.14, 0.11, -0.23], [-0.09, 0.12, -0.39], [-0.05, -0.13, 0.20], [-0.03, 0.01, 0.10], [0.05, -0.04, -0.02], [0.00, 0.05, -0.03], [-0.06, -0.02, 0.11], [-0.03, -0.03, -0.02], [-0.08, 0.27, -0.05], [-0.02, -0.09, 0.06], [-0.02, 0.00, 0.03], [0.01, -0.01, 0.01], [0.01, 0.00, 0.03], [-0.07, -0.03, -0.05], [0.05, 0.01, 0.02], [0.02, 0.01, -0.05], [0.04, 0.01, 0.00], [-0.02, -0.02, 0.03], [-0.04, 0.02, -0.01], [0.01, 0.01, 0.01], [0.00, 0.00, 0.01], [0.00, 0.00, 0.00], [-0.01, 0.01, -0.01], [0.01, -0.01, 0.02], [0.00, 0.00, 0.02], [-0.02, -0.02, 0.05], [0.06, -0.03, -0.16], [0.08, 0.01, -0.01], [-0.01, 0.00, -0.03], [-0.01, 0.00, 0.00], [-0.01, 0.00, 0.00], [0.02, 0.01, 0.00], [-0.01, 0.01, -0.04], [0.00, 0.02, 0.00], [-0.02, 0.03, -0.01], [-0.04, -0.01, -0.03], [0.02, 0.02, -0.01], [0.02, -0.01, 0.03], [0.08, 0.00, 0.00], [-0.03, -0.04, -0.02], [0.02, 0.04, 0.01], [0.09, -0.06, 0.00], [0.06, 0.03, -0.02], [-0.25, -0.13, -0.14], [0.42, -0.07, -0.03], [-0.03, -0.07, 0.05], [-0.10, 0.07, -0.04], [0.03, 0.00, 0.19], [0.02, 0.02, -0.02], [-0.03, -0.02, 0.00], [0.03, -0.06, -0.01], [0.07, 0.08, 0.05], [-0.06, 0.01, -0.32], [0.01, -0.01, 0.00], [0.01, 0.00, 0.00], [0.01, -0.02, 0.01], [0.00, -0.01, 0.01], [-0.01, 0.00, 0.02], [-0.01, 0.00, 0.00], [0.00, -0.01, -0.02], [-0.01, 0.00, 0.00], [-0.01, 0.01, -0.01], [-0.01, 0.00, 0.01], [0.00, 0.01, 0.01], [-0.01, -0.03, -0.03], [0.00, 0.03, 0.00], [0.00, 0.01, 0.00], [0.00, 0.01, 0.01], [-0.04, 0.05, 0.00], [-0.23, -0.16, -0.13], [0.08, -0.06, 0.13], [0.03, -0.01, -0.06], [-0.02, 0.05, 0.01], [0.03, 0.00, 0.01], [0.01, 0.02, -0.01], [-0.01, 0.12, -0.05], [-0.05, -0.02, -0.03], [-0.01, -0.02, 0.02], [0.02, 0.01, 0.02], [0.00, 0.00, -0.02], [-0.01, -0.01, 0.01], [-0.03, 0.01, 0.02], [0.00, -0.01, -0.02], [-0.02, -0.04, -0.02], [0.00, 0.05, 0.00], [0.04, 0.01, 0.07], [-0.18, -0.09, -0.31], [0.04, 0.00, 0.05], [0.02, -0.03, 0.00], [0.02, 0.02, 0.05], [0.00, -0.02, 0.02], [-0.02, 0.00, -0.01], [0.00, -0.01, 0.02], [0.02, 0.00, 0.01], [-0.01, -0.01, -0.01], [0.01, -0.02, -0.02], [-0.05, -0.02, 0.00], [0.00, -0.01, 0.01], [-0.01, 0.01, -0.01], [0.00, 0.00, 0.00], [0.00, 0.02, 0.00], [0.03, -0.02, 0.00], [0.03, 0.01, -0.04], [-0.01, 0.01, 0.00], [0.00, 0.00, 0.00], [-0.01, 0.01, -0.01]]}



{"formula": "C45H57N3NiO7P2Si", "method": "ωB97M-V/def2-TZVPD", "fmax_ev_per_a": 4.44, "multiplicity": 3, "homo_energy_ha": [0.0283, -0.0720], "charge": -2, "s2": 2.0236, "species": ["Ni", "C", "Si", "C", "C", "C", "C", "C", "C", "P", "C", "C", "C", "C", "C", "C", "C", "C", "C", "C", "C", "C", "C", "C", "C", "C", "C", "C", "P", "C", "C", "C", "C", "C", "C", "C", "C", "C", "C", "C", "C", "H", "H", "H", "H", "H", "H", "H", "H", "H", "H", "H", "H", "H", "H", "H", "H", "H", "H", "H", "H", "H", "H", "H", "H", "H", "H", "H", "H", "H", "H", "H", "H", "H", "H", "H", "H", "H", "H", "H", "H", "H", "H", "H", "H", "H", "H", "H", "H", "H", "H", "H", "H", "H", "H", "H", "O", "C", "O", "C", "C", "C", "C", "C", "C", "O", "N", "O", "O", "N", "O", "O", "H", "H", "N", "C"], "xyz": [[0.3265, -0.5336, 0.1848], [-0.0726, 5.2149, -1.0433], [0.0836, 3.2593, -0.6722], [-0.7350, 3.0259, 0.9603], [-1.0170, 4.1768, 1.5981], [-2.2240, 4.4831, 2.2332], [-3.2095, 3.4727, 2.2761], [-2.8659, 2.1778, 1.8260], [-1.5663, 1.8944, 1.3917], [-1.0200, 0.2297, 1.8198], [-2.2985, -0.9405, 2.3194], [-1.7596, -2.3332, 2.4784], [-2.8504, -3.3700, 2.3026], [-3.8896, -3.1627, 3.4214], [-4.3859, -1.7271, 3.5345], [-3.1702, -0.6920, 3.5725], [0.1710, 0.4973, 3.2193], [1.0360, -0.8516, 3.5431], [1.4030, -1.0531, 5.0296], [1.8695, 0.2457, 5.7101], [0.9077, 1.4264, 5.4943], [-0.2653, 1.2038, 4.5033], [1.8525, 2.7053, -0.7887], [2.7802, 3.6653, -0.4444], [3.9796, 3.8138, -1.1028], [4.2479, 3.0180, -2.2037], [3.4378, 1.8645, -2.3834], [2.3110, 1.6017, -1.5607], [1.8277, -0.1689, -1.2870], [1.1512, -0.7937, -2.8897], [1.3369, -2.3661, -3.0534], [0.1901, -2.8676, -3.8476], [-0.3948, -1.8993, -4.8762], [0.4821, -0.7135, -5.3418], [1.4239, -0.1443, -4.2163], [3.4339, -0.9114, -0.6626], [4.5728, -1.2515, -1.6286], [5.7835, -1.6942, -0.7845], [5.4313, -2.8275, 0.1174], [4.3168, -2.5117, 1.0802], [3.1139, -2.1434, 0.2077], [0.1961, 5.7281, -0.1031], [-1.1511, 5.3434, -1.3190], [0.4244, 5.6525, -1.9164], [-0.2545, 4.9511, 1.6919], [-2.3456, 5.3907, 2.7128], [-4.2330, 3.7000, 2.6913], [-3.5685, 1.3334, 1.8142], [-2.9024, -0.8604, 1.4193], [-1.2160, -2.4730, 3.4316], [-0.9801, -2.6051, 1.7695], [-2.5354, -4.4499, 2.2835], [-3.3266, -3.2998, 1.3282], [-3.4643, -3.4326, 4.3947], [-4.8007, -3.7304, 3.1387], [-4.9191, -1.5934, 4.4477], [-5.0940, -1.5252, 2.6357], [-2.6443, -0.8438, 4.5433], [-3.5938, 0.3590, 3.5164], [0.8820, 1.1909, 2.7852], [1.9923, -0.7601, 2.9756], [0.5427, -1.7929, 3.1768], [2.1576, -1.8827, 5.1449], [0.5712, -1.3986, 5.6151], [2.8859, 0.5692, 5.4945], [1.9127, 0.0537, 6.8034], [1.4490, 2.3309, 5.1377], [0.4028, 1.7487, 6.4070], [-0.6148, 2.1798, 4.1371], [-1.0484, 0.5748, 4.9871], [2.4736, 4.3848, 0.2876], [4.7636, 4.4703, -0.7514], [5.2494, 3.1212, -2.6741], [3.7312, 1.0807, -3.0850], [0.0395, -0.6108, -2.7209], [1.3410, -2.8325, -2.0327], [2.3559, -2.5859, -3.4875], [-0.6285, -2.9876, -3.1014], [0.3943, -3.8803, -4.2884], [-1.3014, -1.5735, -4.4178], [-0.6241, -2.3540, -5.8638], [-0.2122, 0.0942, -5.6228], [1.1084, -1.0067, -6.2004], [1.2909, 0.9418, -4.1141], [2.4911, -0.3244, -4.4930], [3.8938, -0.1587, 0.0446], [4.9210, -0.3907, -2.1871], [4.2868, -2.0277, -2.3775], [6.0969, -0.8060, -0.2253], [6.5965, -2.0042, -1.4712], [6.2687, -3.1312, 0.7379], [5.1620, -3.7212, -0.4674], [4.6470, -1.7358, 1.7894], [4.1124, -3.3391, 1.6753], [2.2218, -1.9569, 0.8217], [2.8625, -3.0251, -0.4488], [-1.3391, 3.6861, -3.4675], [-1.4763, 2.6319, -2.8869], [-0.6182, 2.3177, -1.8499], [-2.5556, 1.4762, -3.1586], [-2.8531, 0.7777, -4.3094], [-3.6535, -0.4393, -4.1893], [-4.2393, -0.8805, -3.0432], [-4.0249, -0.0356, -1.9423], [-3.4156, 1.2753, -1.9361], [-3.8003, 2.2317, -1.2203], [-4.7292, -0.4736, -0.7347], [-4.5552, 0.1974, 0.2996], [-5.1750, -1.6212, -0.7742], [-3.7504, -1.1904, -5.4076], [-3.3960, -0.7811, -6.5085], [-4.2159, -2.3408, -5.2473], [-2.4283, 1.1409, -5.2467], [-4.9273, -1.7446, -3.0090], [-1.8743, -1.8200, -1.2839], [-0.9843, -1.5266, -0.5914]], "forces_ev_per_a": [[-0.02, 0.84, 1.46], [-0.44, -1.29, -0.29], [-0.88, 1.03, 1.46], [1.12, -2.88, -1.59], [-1.29, 3.48, 2.44], [1.17, -2.42, -0.70], [-1.40, -0.82, -0.20], [-0.50, 0.99, 0.71], [-1.19, -0.73, 0.08], [2.57, 0.98, -0.55], [-0.31, 0.60, 1.14], [1.33, -1.74, -0.67], [-0.73, -0.85, 0.81], [-0.80, -0.12, -0.78], [0.79, 1.23, -1.99], [-1.93, 0.56, -0.71], [1.12, -1.50, 1.14], [-0.15, 0.16, -0.53], [0.93, 0.18, -0.34], [-0.22, -0.09, 1.19], [-0.62, 0.99, -0.78], [0.01, -0.89, -0.29], [0.17, -0.97, -0.45], [-0.23, 0.52, -0.27], [0.87, -0.37, -0.26], [0.52, -1.13, 0.36], [0.00, -0.14, 0.68], [1.56, 0.63, -1.09], [-0.24, 1.00, -0.37], [-0.87, -1.36, 0.04], [1.47, 1.28, 1.45], [-1.23, -1.73, -0.23], [0.88, -0.07, -1.57], [0.31, 0.45, 1.19], [0.87, 0.35, -0.67], [0.47, 0.19, -0.14], [0.28, -0.41, -0.10], [0.06, 0.11, -1.28], [0.64, -1.08, 0.90], [-0.11, 1.37, -1.43], [-0.53, -0.26, 0.16], [-0.30, 0.03, -0.64], [0.66, -0.07, 0.79], [0.46, -0.36, 0.25], [-0.10, 0.28, -0.43], [-0.26, 1.77, 0.91], [1.09, -0.37, -0.64], [0.13, 0.81, 0.42], [-0.57, -0.40, -0.08], [-0.73, 0.17, 0.07], [0.10, 0.46, -0.48], [0.30, 0.96, 0.45], [-0.10, 0.62, -0.22], [-0.13, -0.45, -0.11], [0.54, -0.33, 0.72], [-0.76, 0.02, 0.68], [1.27, 0.04, 1.45], [-0.02, 0.17, -0.76], [0.54, -1.25, 0.48], [0.25, 0.16, -0.46], [-0.58, -0.11, 0.24], [0.49, 1.11, 0.21], [-0.45, 0.85, -0.23], [-0.81, -0.20, 0.08], [0.13, -0.26, -0.58], [-0.02, -0.04, -0.41], [-0.09, -0.59, 0.17], [0.34, -0.11, 0.33], [-0.54, -0.23, 0.62], [0.22, 0.84, -0.20], [-0.05, 0.51, 0.32], [-0.19, 0.42, -0.02], [-1.01, -0.13, -0.10], [0.06, 0.38, 0.09], [1.17, -0.36, 0.21], [-0.11, 0.26, -0.82], [-0.88, 0.37, 0.16], [0.48, -0.30, -0.52], [-0.08, 0.77, 0.33], [-0.68, 0.65, -0.12], [-0.39, -0.35, 0.90], [0.36, -0.30, -0.30], [-0.37, 0.17, 0.19], [0.08, -0.19, -0.16], [-0.54, 0.19, 0.04], [-0.86, -0.27, -0.63], [-0.27, 0.28, -0.20], [0.07, 0.36, 0.61], [0.22, -0.17, 0.10], [-0.16, 0.29, 0.37], [0.63, -0.08, -0.11], [-0.03, 0.23, -0.02], [-0.35, 0.23, -0.38], [-0.52, -1.70, 1.04], [0.09, 0.04, -0.15], [0.24, 0.76, 0.57], [-0.52, -1.04, -0.07], [-0.15, -0.28, -0.11], [-1.52, -0.73, -1.55], [0.73, 1.10, 1.23], [0.54, 0.28, 1.78], [1.37, 1.77, -2.96], [0.00, 1.15, 1.19], [-2.05, -0.94, 0.56], [-1.27, 1.21, -0.65], [1.60, -1.43, -1.11], [2.64, -0.11, 0.15], [-1.28, -1.27, -1.05], [-0.88, 0.66, 0.91], [-0.99, -1.87, 1.00], [0.09, 0.39, 0.41], [0.27, 0.68, -0.76], [-0.11, -0.65, 0.14], [0.94, 0.68, 0.09], [0.26, -0.46, 0.37], [-1.12, -0.83, -1.54]]}